86
Properties=species:S:1:pos:R:3 method="wB97M-V/def2-TZVPD" relative_energy_kcal_mol=0.0 energy_ha=-3455.13098 homo_lumo_gap_ev=9.285 e_homo_ev=-10.02 smiles="C[N+](=O)[O-].C[N+](=O)[O-].C[N+](=O)[O-].C[N+](=O)[O-].O=S1(=O)OCCO1.O=S1(=O)OCCO1.O=C1CCCO1.O=C1CCCO1.O=C1CCCO1"
C -2.068 0.974 -4.232
N -1.494 0.319 -3.003
O -0.789 -0.649 -3.189
O -1.909 0.711 -1.934
H -2.590 1.881 -3.953
H -2.763 0.260 -4.665
H -1.195 1.104 -4.866
C 2.993 -4.842 -0.002
N 3.935 -4.987 1.149
O 3.512 -5.597 2.116
O 5.032 -4.483 1.069
H 3.669 -4.992 -0.843
H 2.393 -3.938 0.019
H 2.313 -5.690 -0.014
C -4.438 1.962 -0.952
N -5.070 0.693 -1.435
O -4.879 0.360 -2.588
O -5.750 0.092 -0.643
H -5.243 2.383 -0.359
H -4.169 2.500 -1.854
H -3.548 1.676 -0.403
C 4.939 4.297 3.958
N 4.666 3.030 3.234
O 3.526 2.827 2.843
O 5.580 2.244 3.107
H 5.792 4.785 3.497
H 5.162 4.138 5.010
H 4.044 4.907 3.900
O -2.058 4.624 -2.489
S -0.794 4.394 -1.840
O -0.791 4.467 -0.394
O -0.196 2.954 -2.292
C 1.241 3.090 -2.444
C 1.453 4.477 -3.014
O 0.400 5.288 -2.462
H 1.590 3.052 -1.411
H 1.644 2.308 -3.079
H 1.402 4.480 -4.102
H 2.418 4.896 -2.739
O 1.263 -6.672 -4.513
S 0.037 -5.915 -4.568
O -0.904 -6.045 -5.637
O -0.656 -5.942 -3.120
C -0.463 -4.750 -2.371
C 0.733 -4.054 -3.068
O 0.378 -4.308 -4.429
H -1.363 -4.153 -2.502
H -0.295 -4.928 -1.312
H 1.712 -4.524 -2.960
H 0.640 -3.014 -2.768
O -2.864 -5.915 -0.409
C -2.958 -4.728 -0.340
C -2.636 -3.833 0.814
C -3.299 -2.506 0.472
C -3.153 -2.562 -1.037
O -3.364 -3.932 -1.356
H -2.849 -4.198 1.817
H -1.563 -3.611 0.805
H -4.333 -2.436 0.821
H -2.835 -1.658 0.972
H -3.918 -1.957 -1.525
H -2.179 -2.188 -1.363
O 0.270 -2.418 -0.397
C 0.272 -1.335 0.107
C 1.122 -0.099 -0.228
C 0.941 0.773 1.010
C -0.407 0.288 1.584
O -0.521 -1.054 1.164
H 2.175 -0.344 -0.333
H 0.677 0.392 -1.091
H 1.793 0.814 1.687
H 0.734 1.827 0.797
H -0.428 0.372 2.670
H -1.196 0.956 1.234
O -0.631 5.665 4.543
C 0.020 4.698 4.800
C 1.368 4.594 5.491
C 1.623 3.089 5.530
C 0.688 2.517 4.462
O -0.379 3.474 4.405
H 2.070 5.157 4.882
H 1.154 4.987 6.483
H 2.669 2.823 5.396
H 1.328 2.749 6.523
H 1.172 2.418 3.488
H 0.391 1.490 4.672

72
Properties=species:S:1:pos:R:3 method="wB97M-V/def2-TZVPD" energy_ha=-2303.79683 homo_lumo_gap_ev=8.213 e_homo_ev=-11.41 total_charge=+1
C 0.124 -3.057 1.403
C -0.197 -1.918 1.669
C -0.697 -0.480 1.928
O -1.091 -0.471 3.287
C -2.477 -0.645 3.562
C -3.123 -1.986 3.114
C -1.735 0.028 0.908
C -1.134 0.665 -0.392
N -1.333 2.169 -0.255
C -2.327 2.584 -0.837
S -3.741 3.199 -1.229
N 0.288 0.445 -0.633
C 0.629 -0.717 -1.484
C -0.368 -1.930 -1.535
C 0.775 -0.295 -3.000
C 1.389 -1.433 -3.893
C 0.998 0.649 0.566
N 2.168 1.269 0.600
C 2.855 1.506 1.909
C 4.151 2.350 1.847
O 3.919 3.744 1.606
P 3.056 1.913 -0.848
C 1.858 2.910 -1.915
C 3.733 0.451 -1.849
C 5.302 0.736 -1.949
N 0.533 0.336 1.882
H 0.723 -3.962 1.295
H -2.574 -0.619 4.672
H -3.136 0.195 3.228
H -3.488 -2.001 2.065
H -2.395 -2.818 3.226
H -4.015 -2.259 3.744
H -2.470 0.764 1.297
H -2.351 -0.846 0.591
H -1.769 0.360 -1.250
H 1.602 -1.131 -1.136
H 0.222 -2.871 -1.453
H -1.148 -1.980 -0.757
H -0.885 -2.005 -2.519
H -0.274 -0.136 -3.353
H 1.295 0.666 -3.141
H 0.559 -1.982 -4.385
H 2.032 -0.987 -4.677
H 1.917 -2.166 -3.250
H 3.143 0.509 2.322
H 2.188 2.016 2.639
H 4.953 1.943 1.201
H 4.577 2.308 2.884
H 3.753 4.180 2.455
H 2.061 2.666 -2.979
H 0.800 2.785 -1.623
H 2.171 3.967 -1.771
H 3.370 0.444 -2.891
H 3.642 -0.511 -1.311
H 5.857 -0.219 -2.082
H 5.476 1.357 -2.854
H 5.645 1.294 -1.054
H 0.278 1.225 2.341
C -2.230 3.355 -4.663
N -0.924 3.140 -5.343
O -0.504 4.030 -6.049
O -0.367 2.075 -5.134
H -2.610 4.336 -4.932
H -2.907 2.573 -4.997
H -2.052 3.290 -3.594
C -4.643 -5.454 6.012
N -5.028 -4.455 4.979
O -5.391 -3.358 5.367
O -4.950 -4.810 3.819
H -4.761 -5.003 6.993
H -5.301 -6.312 5.899
H -3.606 -5.727 5.833

72
Properties=species:S:1:pos:R:3 method="wB97M-V/def2-TZVPD" energy_ha=-6768.24463 homo_lumo_gap_ev=6.524 e_homo_ev=-6.92
C 0.427 -4.433 2.631
C 1.102 -3.548 1.564
C 2.040 -2.493 2.177
C 0.074 -2.987 0.561
C 0.720 -2.861 -0.820
C -0.614 -1.698 1.056
O -0.492 -0.632 0.110
C -0.280 0.649 0.584
N 0.763 1.238 -0.315
C 2.111 0.645 -0.102
C 2.827 1.124 1.153
C 4.102 0.323 1.383
F 5.147 0.931 0.695
C 0.823 2.727 -0.330
C -0.024 3.278 0.792
O -1.347 2.917 0.488
C -1.595 1.490 0.628
C -2.515 1.149 -0.551
C -3.316 -0.160 -0.447
C -4.806 -0.032 -0.720
F -5.312 -1.306 -0.788
Br -5.126 0.786 -2.450
C -5.647 0.685 0.354
F -6.964 0.574 0.021
F -5.357 2.007 0.421
Br -5.455 -0.166 2.088
B -2.296 1.377 2.074
N -3.149 2.459 2.508
O -2.095 0.280 2.918
H 0.415 -5.459 2.265
H 1.008 -4.451 3.548
H -0.611 -4.158 2.802
H 1.735 -4.225 0.992
H 1.826 -1.477 1.849
H 1.915 -2.487 3.260
H 3.090 -2.698 1.992
H -0.697 -3.751 0.464
H 0.082 -2.373 -1.549
H 0.871 -3.873 -1.194
H 1.706 -2.405 -0.793
H -1.675 -1.922 1.145
H -0.285 -1.422 2.054
H 0.137 0.654 1.593
H 0.535 0.955 -1.305
H 2.020 -0.436 -0.068
H 2.659 0.891 -1.009
H 3.176 2.145 1.001
H 2.198 1.150 2.042
H 4.354 0.321 2.440
H 4.017 -0.684 0.983
H 1.832 3.114 -0.381
H 0.331 3.036 -1.247
H 0.043 4.362 0.745
H 0.299 2.967 1.793
H -1.874 1.091 -1.432
H -3.139 2.020 -0.720
H -2.982 -0.806 -1.255
H -3.153 -0.712 0.473
H -2.605 3.265 2.790
H -3.722 2.140 3.278
H -1.382 0.408 3.542
C 3.101 1.834 -4.243
C 2.126 0.771 -3.716
C 1.356 0.185 -4.908
O 1.254 1.345 -2.825
H 2.558 2.645 -4.733
H 3.691 2.258 -3.425
H 3.804 1.411 -4.972
H 2.760 -0.060 -3.324
H 0.779 0.963 -5.412
H 0.668 -0.595 -4.574
H 2.033 -0.264 -5.646